[1]
C14H23NO4 | ωB97M-V with the def2-TZVPD basis set

Element x y z (Å)
C1 0.8922 -3.7751 4.9254
H1 0.7622 -4.3735 5.8259
O1 -0.3427 -3.1357 4.7116
C2 -0.4722 -2.3173 3.6326
C3 -1.7241 -1.7177 3.4686
C4 -1.9427 -0.8780 2.4004
C5 -0.9402 -0.6071 1.4805
C6 0.3057 -1.1963 1.6406
C7 0.5351 -2.0521 2.7199
H2 1.5165 -2.4890 2.8003
O2 1.3746 -1.0400 0.8058
C8 1.3273 -0.0789 -0.2250
C9 1.5536 1.3473 0.3129
O3 1.2883 2.3392 -0.6505
C10 -0.0583 2.7754 -0.7635
C11 -0.5891 2.5784 -2.1873
N1 -0.7556 1.1656 -2.5034
C12 -2.1103 0.7126 -2.2615
H3 -2.1478 -0.3738 -2.3356
H4 -2.4127 0.9990 -1.2548
H5 -2.8358 1.1403 -2.9705
C13 -0.2667 0.8124 -3.8296
H6 -0.4611 1.6118 -4.5599
C14 1.2374 0.4910 -3.8082
O4 2.0563 1.5550 -3.4090
H7 1.8611 1.7755 -2.4829
H8 1.5520 0.2352 -4.8243
H9 1.3975 -0.3858 -3.1656
H10 -0.7855 -0.0869 -4.1676
H11 -1.5388 3.1267 -2.2841
H12 0.1293 3.0267 -2.8752
H13 -0.6946 2.2511 -0.0447
H14 -0.0805 3.8468 -0.5242
H15 2.6037 1.4718 0.5909
H16 0.9405 1.4979 1.2114
H17 2.1465 -0.3491 -0.8961
H18 0.3871 -0.1179 -0.7878
H19 -1.1499 0.0457 0.6497
H20 -2.9121 -0.4192 2.2728
H21 -2.4980 -1.9302 4.1876
H22 1.1547 -4.4309 4.0893
H23 1.6972 -3.0507 5.0850

## Properties
Maximum force   0.0117 hartree/bohr
Calculated total energy   -902.916335 Ha
Total charge   0

=====

[2]
CCuN3O12 | ωB97M-V with the def2-TZVPD basis set

Element x y z (Å)
Cu1 0.5549 0.4817 0.3075
N1 2.4418 -1.4792 1.0742
O1 2.7324 -2.6242 0.6818
O2 2.5091 -0.4932 0.2834
O3 1.8742 -1.3391 2.1723
N2 -1.3450 1.6397 2.3750
O4 -1.6417 0.4658 2.6622
O5 -2.1067 2.5852 2.6053
O6 -0.2125 1.8420 1.8482
N3 -0.5372 1.8238 -2.0035
O7 -1.2615 1.7977 -3.0088
O8 0.5773 1.2354 -1.9883
O9 -0.9520 2.1128 -0.8721
C1 -0.6644 -1.9813 -1.5844
O10 -0.2481 -3.1732 -1.7746
O11 -1.4758 -1.3896 -2.3127
O12 -0.2449 -1.5043 -0.4655

## Properties
Maximum force   0.0686 hartree/bohr
2S+1   2
Calculated total energy   -2745.306842 Ha
Total charge   -3